Entry from OMol25: a structure of composition C28H25F5NO2Pb at a distorted geometry (the ωB97M-V functional and the def2-TZVPD basis).

Structure (XYZ):
```
62
C28H25F5NO2Pb (the ωB97M-V functional and the def2-TZVPD basis)
Pb 0.2960 -0.7086 -0.4888
F -0.5097 -4.3774 -2.9553
F 0.6977 -6.8233 -3.3787
F 4.3028 -5.4607 -0.5163
F 3.1339 -3.1032 -0.1089
F 3.1026 -7.3291 -2.1381
O 0.6005 -2.6494 -1.5195
O -1.7785 3.9947 -2.0308
N -3.1211 2.6122 -0.8441
C -0.7713 1.9466 -1.1079
C 2.8033 -0.6620 -1.4922
C 1.3000 -3.7570 -1.5647
C 3.1341 -5.2161 -1.1121
C 0.9126 3.0139 -2.7052
C -2.7323 2.2512 4.2397
C 1.1236 -2.1808 1.8109
C 3.1429 -0.2015 -0.1754
C -1.9066 2.9517 -1.3926
C 0.9575 3.5499 -0.2142
C -3.5165 0.8080 2.4504
C -0.1771 -2.5263 1.3143
C 2.5023 -4.0070 -0.9358
C 1.7374 1.3603 -1.1256
C 1.9069 0.2723 -2.0996
C -3.3009 1.0345 3.8158
C 0.6718 -4.7081 -2.3858
C -2.3760 3.2318 3.2964
C -3.4212 1.4765 0.0229
C -2.5925 3.0027 1.9247
C 0.7148 2.4608 -1.2806
C 1.0999 -0.8281 2.2734
C 2.4898 1.0289 0.0657
C -1.0308 -1.3637 1.4875
C 2.5118 -6.1522 -1.9386
C 1.2964 -5.9216 -2.5788
C -3.1646 1.7869 1.5054
C -0.2231 -0.3211 2.0890
H 0.2813 3.9041 -2.8637
H -2.3332 3.7745 1.1817
H -0.4990 -3.4996 0.9121
H 0.6495 2.2419 -3.4451
H -0.8922 1.6113 -0.0576
H -3.8733 3.2612 -1.0382
H -0.5523 0.6994 2.2772
H -3.9557 -0.1326 2.0823
H 0.7896 3.1567 0.7984
H -2.0751 -1.2774 1.1407
H -1.9334 4.1837 3.6109
H 2.4647 1.6264 0.9890
H -2.5742 2.4300 5.3087
H -2.8259 0.5884 -0.2711
H 1.9834 3.2712 -2.7980
H 3.1978 -1.5349 -2.0004
H -3.5876 0.2579 4.5355
H -0.9733 1.0783 -1.7808
H -4.4832 1.2104 -0.1068
H 1.3480 0.1859 -3.0650
H 3.8373 -0.6684 0.5045
H 0.2821 4.4080 -0.3844
H 1.9654 -2.8575 1.8779
H 2.0035 3.8773 -0.3173
H 1.9397 -0.2819 2.7032
```

The value obtained for the LUMO energy (alpha / beta) is -6.891 / -6.335 eV. Its charge is +1. Its HOMO-LUMO gap (alpha / beta) is 4.348 / 4.684 eV.